one:
Computed, not measured: a cluster of 2 separate species, C10H16O in total, with ωB97M-V with the def2-TZVPD basis set.

Summary:
HOMO level = -8.4 eV
structure (SMILES) = Cc1ccc(O)cc1.CCC
frontier orbital gap = 0.3358 hartree

Structure (ORCA input):
```
! RIJCOSX wB97M-V def2-TZVPD def2/J DEFGRID3
* xyz 0 1
C 1.5760 -2.1643 1.9240
C 1.9185 -0.9738 2.9909
C 1.9704 -1.6935 0.4117
H 2.0389 -3.0871 2.2674
H 0.5010 -2.2223 1.9852
H 1.3873 -0.1316 2.4968
H 3.0212 -1.8087 0.2078
H 2.9078 -0.5632 3.2678
H 1.2838 -1.0007 3.8329
H 1.5690 -2.5511 -0.2448
H 1.5690 -0.7477 0.1590
C -0.3567 3.2516 -1.7200
C -1.9935 -0.5963 -0.8470
C -0.6075 -0.5218 -1.2219
C -2.7071 0.5500 -0.5459
C -0.0659 0.7533 -1.5271
C -2.1785 1.8812 -0.7503
C -0.8668 1.9000 -1.3683
O -2.7440 -1.7876 -0.8364
H 0.0358 -1.4267 -1.4341
H -2.0800 -2.5425 -1.2135
H -3.7827 0.5457 -0.2843
H 0.9694 0.9786 -1.9636
H -2.8000 2.7736 -0.3381
H -0.8482 4.1066 -1.2732
H -0.3533 3.6464 -2.7947
H 0.6359 3.4318 -1.1803
*
```

=====

two:
Computed, not measured: a cluster of 2 separate species, C10H16O in total, with ωB97M-V with the def2-TZVPD basis set.

Summary:
HOMO level = -8.8 eV
structure (SMILES) = Cc1ccccc1.CC(C)O
frontier orbital gap = 0.3583 hartree

Structure (ORCA input):
```
! RIJCOSX wB97M-V def2-TZVPD def2/J DEFGRID3
* xyz 0 1
C -0.9110 3.1476 1.1815
C 1.9209 1.4949 -0.6812
C 2.4964 0.7055 0.3127
C 0.7969 2.2443 -0.4139
C 0.1906 2.1852 0.8410
C 1.9520 0.7198 1.5783
C 0.8434 1.5025 1.8580
H 2.4114 1.4821 -1.6527
H 3.3354 0.0614 0.0900
H 0.3580 2.8076 -1.2325
H 2.3882 0.0508 2.3064
H -1.0468 3.9251 0.4207
H -0.8287 3.6947 2.1119
H 0.5005 1.6084 2.8784
H -1.8997 2.6584 1.2118
C -1.0220 -1.8027 -0.7848
C -1.7882 -2.3433 -1.9857
C -0.8178 -2.9109 0.2509
O 0.2268 -1.2431 -1.1854
H -1.5493 -0.9612 -0.3527
H -1.5532 -1.7008 -2.8338
H -0.5849 -2.5798 1.2606
H -1.7479 -3.4775 0.3897
H -0.0910 -3.6013 -0.1649
H 0.8240 -1.9693 -1.4157
H -2.8600 -2.3099 -1.8028
H -1.5439 -3.3884 -2.1857
*
```

=====

three:
Computed, not measured: a cluster of 2 separate species, C10H16O in total, with ωB97M-V with the def2-TZVPD basis set.

Summary:
HOMO level = -9.1 eV
structure (SMILES) = Cc1ccccc1.CC(C)O
frontier orbital gap = 0.3672 hartree

Structure (ORCA input):
```
! RIJCOSX wB97M-V def2-TZVPD def2/J DEFGRID3
* xyz 0 1
C -0.0745 -2.0054 -2.0930
C 0.6229 0.4156 -2.2100
C 0.8609 -0.8849 -1.7371
C 1.3962 1.4318 -1.6962
C 2.3509 1.3282 -0.6812
C 1.7569 -1.0242 -0.6939
C 2.5662 0.0326 -0.2322
H -0.0396 0.5955 -3.0485
H 1.4783 2.4488 -2.1079
H -1.0496 -1.9252 -1.5916
H 0.4229 -2.9820 -2.0867
H 2.9820 2.1833 -0.4911
H 1.8828 -1.8201 0.0450
H 3.1796 -0.1863 0.6360
H -0.3598 -2.0318 -3.1568
C -1.1524 0.1864 1.3708
C -1.9240 1.4161 0.8870
C -1.0490 0.1365 2.9105
O -2.0453 -0.9023 1.0067
H -0.1565 -0.0261 0.9676
H -1.4536 2.2924 1.3584
H -1.8367 0.7166 3.3780
H -1.2347 -0.9087 3.1606
H -0.0504 0.2568 3.3326
H -2.1348 -1.5270 1.7243
H -2.9502 1.3676 1.2451
H -1.9885 1.4156 -0.1965
*
```

=====

four:
Computed, not measured: a cluster of 2 separate species, C10H16O in total, with ωB97M-V with the def2-TZVPD basis set.

Summary:
HOMO level = -8.5 eV
structure (SMILES) = Cc1ccc(O)cc1.CCC
frontier orbital gap = 0.3393 hartree

Structure (ORCA input):
```
! RIJCOSX wB97M-V def2-TZVPD def2/J DEFGRID3
* xyz 0 1
C -2.9565 -1.1522 -2.3471
C -0.1775 -1.6332 0.9385
C -0.7445 -0.3995 0.7119
C -0.5707 -2.7305 0.1775
C -1.6219 -0.2754 -0.3820
C -1.4723 -2.5638 -0.8492
C -2.0264 -1.3210 -1.1792
O 0.7235 -1.8946 1.9416
H 0.7880 -1.1415 2.5476
H -0.5402 0.5705 1.1535
H -0.1372 -3.6979 0.4125
H -1.9915 0.7312 -0.5506
H -1.7642 -3.4576 -1.3866
H -3.9966 -1.1439 -2.0270
H -2.8589 -1.9982 -3.0266
H -2.6941 -0.2566 -2.9037
C 2.0658 3.1110 0.5933
C 3.4349 3.3169 1.1742
C 1.9697 3.6132 -0.8485
H 1.3198 3.6062 1.2264
H 1.8011 2.0558 0.6716
H 3.9108 4.2109 0.7719
H 3.4033 3.3924 2.2700
H 1.1909 3.1218 -1.4128
H 4.0819 2.4513 1.0259
H 2.9296 3.4114 -1.3247
H 1.7383 4.6718 -0.8504
*
```

=====

Which of them is least stable? Easy: one.

=====

one:
Computed, not measured: a cluster of 2 separate species, H4O2 in total, with ωB97M-V with the def2-TZVPD basis set.

Summary:
HOMO level = -11.2 eV
structure (SMILES) = O.O
frontier orbital gap = 0.4476 hartree

Structure (ORCA input):
```
! RIJCOSX wB97M-V def2-TZVPD def2/J DEFGRID3
* xyz 0 1
H -2.3400 -0.4320 -0.0616
H -1.4019 0.7616 -0.3121
H 2.1089 -0.7493 0.1519
H 1.6281 0.6916 0.3978
O -1.4247 -0.1584 -0.0202
O 1.4296 -0.1135 -0.1558
*
```

=====

two:
Computed, not measured: a cluster of 2 separate species, H4O2 in total, with ωB97M-V with the def2-TZVPD basis set.

Summary:
HOMO level = -11.3 eV
structure (SMILES) = O.O
frontier orbital gap = 0.4388 hartree

Structure (ORCA input):
```
! RIJCOSX wB97M-V def2-TZVPD def2/J DEFGRID3
* xyz 0 1
O -1.0453 0.5219 -0.8337
H -0.3010 1.1224 -0.8746
H -1.7740 1.0632 -0.5301
O 1.2409 -1.2219 0.6450
H 1.4276 -0.6147 1.3611
H 0.4518 -0.8709 0.2323
*
```

=====

Which of them is least stable? Easy: one.

=====

one:
Computed, not measured: a cluster of 2 separate species, H4O2 in total, with ωB97M-V with the def2-TZVPD basis set.

Summary:
HOMO level = -11.1 eV
structure (SMILES) = O.O
frontier orbital gap = 0.4335 hartree

Structure (ORCA input):
```
! RIJCOSX wB97M-V def2-TZVPD def2/J DEFGRID3
* xyz 0 1
H 0.1925 0.5958 1.9657
H 0.1546 0.2366 0.4770
H -1.1546 0.3761 -1.6260
H -0.2583 -0.8148 -1.0445
O 0.3498 -0.2002 1.4075
O -0.2165 0.1509 -1.3790
*
```

=====

two:
Computed, not measured: a cluster of 2 separate species, H4O2 in total, with ωB97M-V with the def2-TZVPD basis set.

Summary:
HOMO level = -11.8 eV
structure (SMILES) = O.O
frontier orbital gap = 0.4517 hartree

Structure (ORCA input):
```
! RIJCOSX wB97M-V def2-TZVPD def2/J DEFGRID3
* xyz 0 1
H 1.5868 -0.8553 0.0044
H 1.7312 0.7757 -0.3315
H -2.4466 0.4844 0.3695
H -1.0516 -0.1521 0.1578
O 2.1585 -0.0928 -0.0490
O -1.9783 -0.1599 -0.1513
*
```

=====

Which of them is least stable? Easy: two.

=====

one:
Computed, not measured: a cluster of 2 separate species, H4O2 in total, with ωB97M-V with the def2-TZVPD basis set.

Summary:
HOMO level = -10.6 eV
structure (SMILES) = O.O
frontier orbital gap = 0.4138 hartree

Structure (ORCA input):
```
! RIJCOSX wB97M-V def2-TZVPD def2/J DEFGRID3
* xyz 0 1
H 0.2692 -1.4309 -0.6611
H 0.9916 -0.1301 -1.1937
H -0.3543 0.3655 0.2435
H -0.6879 0.6565 1.6915
O 0.0903 -0.5333 -0.9965
O -0.3089 1.0724 0.9162
*
```

=====

two:
Computed, not measured: a cluster of 2 separate species, H4O2 in total, with ωB97M-V with the def2-TZVPD basis set.

Summary:
HOMO level = -11.7 eV
structure (SMILES) = O.O
frontier orbital gap = 0.4417 hartree

Structure (ORCA input):
```
! RIJCOSX wB97M-V def2-TZVPD def2/J DEFGRID3
* xyz 0 1
H 2.5291 0.8099 0.1877
H 1.3938 -0.0626 0.4071
H -2.2467 0.9280 -0.1078
H -1.3552 -0.3431 0.2739
O 2.2409 -0.0934 -0.0732
O -2.2810 -0.0731 -0.0219
*
```

=====

three:
Computed, not measured: a cluster of 2 separate species, H4O2 in total, with ωB97M-V with the def2-TZVPD basis set.

Summary:
HOMO level = -11.0 eV
structure (SMILES) = O.O
frontier orbital gap = 0.4270 hartree

Structure (ORCA input):
```
! RIJCOSX wB97M-V def2-TZVPD def2/J DEFGRID3
* xyz 0 1
O -0.5749 1.0197 -1.4276
H 0.2947 1.2928 -1.7198
H -0.4168 0.5532 -0.6068
O 0.1749 -0.6528 1.0109
H 0.6913 -0.6708 1.8167
H -0.1692 -1.5420 0.9265
*
```

=====

four:
Computed, not measured: a cluster of 2 separate species, H4O2 in total, with ωB97M-V with the def2-TZVPD basis set.

Summary:
HOMO level = -11.6 eV
structure (SMILES) = O.O
frontier orbital gap = 0.4495 hartree

Structure (ORCA input):
```
! RIJCOSX wB97M-V def2-TZVPD def2/J DEFGRID3
* xyz 0 1
H 0.1966 2.4843 0.5766
H 0.2479 0.9825 0.6690
H -0.3852 -1.3171 0.2086
H 0.0038 -2.2166 -0.9853
O 0.6472 1.7171 0.1940
O -0.7103 -1.6501 -0.6629
*
```

=====

Which of them is least stable? Easy: two.